Entry 1:
Here is a molecular structure, C18H33N3O4 at a distorted geometry from the OMol25 dataset. Energies are from wB97M-V/def2-TZVPD.

## Properties
multiplicity: 1
ΔE to the lowest compared entry with this formula, charge and spin: 243.7 kcal per mole
E_tot: -1170.45489 hartree

Last column: Löwdin charge in e.
Element x y z (Å)
C (-2.06, -1.00, 1.97)  -0.172
H (-0.85, 5.63, -2.08)  0.097
H (-1.73, -2.59, 1.20)  0.009
H (-0.72, 0.81, 2.45)  0.059
C (0.14, -0.81, -0.05)  -0.097
H (-2.18, 4.57, -2.69)  0.087
H (-0.94, -0.94, 0.00)  0.033
H (1.18, -2.68, 0.01)  0.047
H (-1.41, -4.23, 1.28)  0.119
C (-1.52, -3.45, -0.76)  -0.439
N (0.97, 1.52, -0.88)  0.021
C (1.69, -3.12, -1.97)  -0.474
C (-0.23, 3.23, -0.25)  -0.032
H (0.43, 1.01, 1.14)  0.021
H (1.72, 3.48, -2.01)  0.085
H (1.29, -4.55, -3.45)  0.098
C (3.39, 3.87, -0.87)  -0.251
N (-1.56, -0.17, 1.37)  0.103
C (0.34, 0.88, 2.22)  -0.084
H (0.39, 4.04, 0.15)  0.104
H (-3.01, -3.01, 2.26)  0.050
H (2.72, -3.45, -0.17)  0.113
H (-3.51, -1.65, 3.28)  0.097
H (0.54, -1.50, -0.80)  0.025
H (-1.24, -1.61, -1.94)  0.073
H (0.72, -0.11, 2.48)  0.100
H (0.36, 2.71, -1.01)  -0.032
H (1.32, -4.49, -0.48)  0.087
H (1.12, 3.74, 3.98)  0.077
O (-0.87, -4.37, -1.23)  0.058
H (-2.81, -1.71, -1.07)  0.085
C (1.69, -3.46, -0.54)  -0.038
C (0.62, 0.51, -0.50)  -0.055
H (-2.06, -2.48, 3.58)  0.109
H (2.94, -3.76, -3.45)  0.099
O (2.23, 1.69, 3.31)  0.060
C (2.14, -4.23, -2.86)  -0.005
H (0.59, -1.03, 0.93)  0.090
H (2.43, -5.07, -2.23)  0.084
H (1.86, 2.37, -0.63)  -0.048
H (-0.57, 3.14, 3.68)  0.077
C (-1.92, -3.51, 0.64)  -0.057
C (-2.05, -2.27, -1.61)  0.008
H (0.29, 4.03, 2.45)  0.063
O (1.44, -1.96, -2.36)  0.019
H (-2.99, -3.70, 0.77)  0.107
H (-0.51, 4.04, -2.86)  0.075
H (-2.50, -2.70, -2.50)  0.092
O (-2.45, 4.18, -0.25)  0.037
C (-1.19, 4.61, -2.24)  -0.017
H (-0.51, 2.57, 0.57)  0.078
C (2.41, 2.93, -1.39)  -0.131
H (2.83, 2.25, -2.13)  0.107
C (1.08, 1.92, 2.96)  -0.428
C (0.42, 3.31, 3.26)  0.002
N (4.23, 4.62, -0.54)  0.096
C (-2.67, -2.10, 2.76)  -0.049
C (-1.41, 4.02, -0.88)  -0.440



Entry 2:
Here is 2 unconnected molecules or ions with the total composition C4H8O2 from the OMol25 dataset. Energies are from wB97M-V/def2-TZVPD.

## Properties
multiplicity: 1
ΔE to the lowest compared entry with this formula, charge and spin: 40.4 kcal per mole
structure (SMILES): C/C=C\C=O.O
E_tot: -307.64798 hartree

Last column: Löwdin charge in e.
Element x y z (Å)
H (-1.64, 0.89, -0.08)  0.075
O (0.78, -1.68, 1.99)  -0.068
C (0.52, 0.98, -0.15)  -0.161
H (0.03, -1.95, 1.45)  0.008
H (-0.94, 2.34, 0.65)  0.075
C (-0.83, 1.62, -0.17)  -0.086
H (-0.41, -1.21, -2.15)  0.128
C (0.78, -0.27, -0.54)  -0.106
C (-0.27, -1.20, -1.05)  -0.236
O (-0.96, -1.92, -0.36)  0.047
H (1.37, 1.60, 0.14)  0.106
H (-0.98, 2.18, -1.10)  0.083
H (0.76, -0.72, 1.91)  0.015
H (1.80, -0.67, -0.54)  0.119



Entry 3:
Here is 5 unconnected molecules or ions with the total composition ClH8O4 at a distorted geometry from the OMol25 dataset. Energies are from wB97M-V/def2-TZVPD.

## Properties
multiplicity: 1
ΔE to the lowest compared entry with this formula, charge and spin: 7.2 kcal per mole
net charge: -1
E_tot: -766.06132 hartree

Last column: Löwdin charge in e.
Element x y z (Å)
H (-0.44, 0.50, 2.36)  -0.196
O (-0.33, 0.71, 3.29)  -0.149
H (-0.31, -0.67, -2.14)  -0.063
H (2.35, 0.80, 0.26)  -0.038
O (-3.27, -0.64, -0.76)  -0.123
Cl (-0.39, 0.12, 0.36)  -0.182
H (-2.41, -0.76, -0.35)  -0.114
H (1.00, -0.83, -2.88)  0.011
H (3.43, -0.06, -0.36)  0.016
O (3.26, 0.51, 0.38)  -0.085
H (-3.51, 0.26, -0.55)  0.009
H (0.57, 1.02, 3.36)  0.003
O (0.06, -0.95, -2.98)  -0.089



Entry 4:
Here is a molecular structure, C44H32F14N3O7PPdS2 at a distorted geometry from the OMol25 dataset. Energies are from wB97M-V/def2-TZVPD.

## Properties
multiplicity: 1
ΔE to the lowest compared entry with this formula, charge and spin: 1.2 kcal per mole
net charge: -2
E_tot: -5050.91775 hartree

Last column: Löwdin charge in e.
Element x y z (Å)
C (-5.98, 2.14, -2.32)  -0.061
H (-3.39, -0.68, 1.06)  0.102
C (-5.45, 2.46, -1.08)  -0.061
H (-3.45, 0.23, -3.51)  0.106
H (1.06, 2.43, 2.89)  0.082
H (4.55, 0.20, 1.85)  0.114
C (0.86, 6.39, 0.07)  -0.152
F (1.40, 7.36, -0.69)  0.093
H (-6.71, 0.27, -4.43)  0.074
C (-3.36, -3.15, -2.12)  -0.165
S (-3.49, 2.41, 0.87)  0.542
N (-2.52, 1.24, 1.26)  -0.321
C (2.80, -3.63, 1.19)  -0.010
C (-0.24, 4.38, 1.59)  -0.264
H (1.62, -0.90, 3.66)  0.115
C (0.19, 4.05, 0.31)  -0.488
C (-0.13, 5.66, 2.10)  -0.144
H (1.52, -0.47, -3.73)  0.127
H (2.56, -2.16, -0.33)  0.102
F (1.20, 4.89, -1.67)  0.062
C (2.12, 2.26, 2.99)  -0.045
C (1.99, -1.66, 2.97)  -0.061
C (3.02, -5.26, 3.08)  -0.574
C (4.22, 2.73, 4.06)  -0.128
C (2.28, -2.92, 3.44)  -0.003
C (5.01, 3.50, 5.07)  -0.579
F (1.97, -5.84, 3.70)  0.140
H (-4.00, 0.27, 2.42)  0.107
O (-0.90, -0.27, 2.72)  -0.191
C (4.08, 1.01, 2.39)  -0.077
C (0.42, 6.68, 1.34)  -0.151
F (0.53, 7.93, 1.84)  0.093
H (-5.13, 0.49, -5.19)  0.068
C (-1.24, -2.15, -1.27)  -0.470
C (3.41, 0.41, -3.20)  -0.126
O (-2.53, -1.57, 3.49)  0.024
C (-2.13, -0.69, 2.76)  -0.649
H (4.31, 1.39, -0.10)  0.092
C (4.19, 0.94, -2.18)  -0.010
C (2.15, -0.09, -2.93)  0.012
C (-4.02, 0.86, -2.84)  -0.039
F (4.76, 3.08, 6.33)  0.132
N (-1.12, -4.57, -0.02)  0.210
C (2.45, 0.41, -0.59)  -0.370
H (-1.68, -4.35, -3.89)  0.111
C (-3.48, 1.18, -1.60)  -0.049
H (-1.47, -2.58, -3.93)  0.113
C (2.70, -3.90, 2.55)  -0.139
H (-6.00, 3.07, -0.38)  0.107
H (0.56, -4.59, -2.82)  0.077
C (2.87, 2.99, 3.91)  0.011
C (-5.87, 0.97, -4.55)  -0.068
H (-3.50, -2.14, -2.51)  0.103
H (-6.95, 2.52, -2.60)  0.102
H (-6.25, 1.85, -5.07)  0.070
H (0.65, -0.42, -1.44)  0.064
C (-1.84, -3.38, -1.99)  -0.311
F (6.34, 3.38, 4.89)  0.121
N (-0.78, -2.19, -0.01)  0.195
F (4.01, -5.22, 4.01)  0.114
H (2.16, -3.15, 4.49)  0.127
O (-0.29, -3.54, 1.77)  0.064
Pd (-0.46, 0.87, 1.10)  0.650
C (-1.63, -4.69, -1.26)  -0.464
O (-2.76, 3.63, 0.64)  -0.321
C (2.73, 1.29, 2.20)  -0.307
O (-4.64, 2.48, 1.76)  -0.332
F (-0.76, 3.47, 2.42)  0.050
F (-0.54, 5.93, 3.35)  0.104
H (2.39, 3.75, 4.52)  0.128
C (-0.71, -3.38, 0.65)  -0.516
H (-2.51, 0.79, -1.32)  0.075
C (-4.20, 1.98, -0.72)  -0.254
C (-1.22, -3.49, -3.39)  -0.186
C (4.83, 1.73, 3.31)  -0.008
F (4.96, 1.22, -4.80)  0.119
S (0.08, 2.50, -0.50)  0.722
C (0.74, 5.10, -0.42)  -0.249
C (-3.11, 0.04, 1.83)  -0.191
C (3.71, 0.94, -0.88)  -0.055
H (0.71, -3.74, -4.35)  0.069
H (-5.18, -3.00, -0.95)  0.072
H (0.77, -2.84, -2.83)  0.059
H (-4.15, -4.36, -0.50)  0.075
C (1.66, -0.08, -1.63)  -0.121
C (0.30, -3.67, -3.35)  -0.072
F (4.43, -0.87, -4.91)  0.124
C (3.95, 0.35, -4.60)  -0.576
H (-1.01, -5.41, 0.53)  0.152
O (-1.22, -1.11, -1.94)  -0.024
F (4.72, 4.81, 5.05)  0.134
C (-4.14, -3.32, -0.82)  -0.069
F (3.43, -6.12, 2.13)  0.119
O (-1.91, -5.77, -1.76)  0.049
F (3.01, 0.63, -5.52)  0.134
H (-3.71, -2.72, -0.01)  0.067
C (-5.27, 1.33, -3.22)  -0.289
H (3.09, -4.41, 0.50)  0.117
C (2.49, -2.36, 0.73)  -0.061
H (5.16, 1.36, -2.39)  0.114
H (-3.75, -3.85, -2.87)  0.116
C (2.11, -1.36, 1.61)  -0.312
P (1.67, 0.33, 1.06)  0.971
H (5.88, 1.51, 3.44)  0.116



Entry 5:
Here is a molecular structure, C34H45BrClF9N4O5SSi2TeTi at a distorted geometry from the OMol25 dataset. Energies are from wB97M-V/def2-TZVPD.

## Properties
multiplicity: 3
ΔE to the lowest compared entry with this formula, charge and spin: 64.7 kcal per mole
net charge: -2
E_tot: -7945.62428 hartree

Last column: Löwdin charge in e.
Element x y z (Å)
F (-2.32, 3.15, 0.44)  0.126
H (2.61, -1.88, -4.95)  0.040
H (2.58, 1.94, -2.32)  0.082
H (-0.15, -2.19, -2.73)  0.086
H (-2.35, -4.82, -2.03)  0.084
C (0.21, 4.26, -1.76)  -0.052
C (-0.92, -1.86, -3.43)  -0.116
O (-2.36, 0.50, 0.52)  -0.196
H (5.86, -0.54, -1.27)  -0.020
Cl (1.23, 5.39, -5.47)  0.564
H (6.34, -1.89, -3.25)  0.022
C (-4.08, 1.03, 2.01)  -0.536
H (0.67, 3.16, 0.61)  0.045
H (-0.73, -0.85, 4.42)  0.081
C (-3.09, -4.25, 2.33)  -0.051
F (-3.81, -0.16, 2.56)  0.156
H (-2.96, 0.82, -4.03)  0.105
H (-2.91, -3.05, -5.94)  0.061
C (-0.04, -0.07, 4.09)  -0.014
H (4.77, -2.86, -0.71)  0.000
C (7.75, 0.54, 1.22)  -0.204
H (5.06, 2.18, 1.95)  0.030
C (0.93, -2.45, 2.36)  -0.038
C (-3.12, -6.20, 0.71)  -0.089
Si (5.94, 0.00, 1.14)  0.337
O (0.95, -1.93, -0.23)  -0.388
H (3.62, -5.19, -3.24)  0.024
C (0.03, -0.04, 2.60)  -0.275
H (4.87, -2.13, 1.74)  0.002
O (-0.55, 2.17, 2.64)  -0.043
C (-1.44, -0.54, -3.31)  -0.161
H (2.68, 3.13, -4.48)  0.096
F (-3.45, 1.95, 2.77)  0.143
F (-5.08, -0.73, 0.20)  0.129
H (-3.86, -0.74, -5.71)  0.085
H (3.06, -3.31, -0.88)  0.012
Si (3.99, -2.73, -3.08)  0.370
C (-2.90, -6.33, -0.61)  -0.107
F (-4.44, 3.35, 0.79)  0.134
N (-0.21, 1.03, 1.89)  -0.109
F (-4.16, 0.10, -1.57)  0.183
H (-3.36, -6.95, 1.45)  0.101
N (-2.97, -4.86, 1.03)  -0.143
C (1.05, 3.18, -1.48)  -0.298
H (7.86, 1.58, 0.91)  0.020
H (4.50, -4.59, -4.65)  0.021
C (4.41, -4.50, -3.57)  -0.197
C (1.00, 2.48, -0.17)  -0.169
C (1.14, 4.52, -3.94)  -0.682
N (0.39, -0.98, 0.50)  -0.265
H (-0.38, 0.88, 4.48)  0.067
C (4.96, 1.14, 2.25)  -0.191
C (-2.53, -0.17, -4.15)  -0.053
C (5.88, -1.73, 1.86)  -0.200
S (-2.43, -2.50, -0.19)  0.808
C (0.42, -1.17, 1.81)  -0.317
H (1.71, -3.06, -3.99)  -0.008
C (5.39, -1.67, -3.73)  -0.199
C (-2.67, -4.13, -0.09)  -0.777
H (-3.79, -3.42, 2.29)  0.079
F (-5.40, 1.24, 2.15)  0.138
H (1.93, -1.42, -3.38)  0.010
H (2.01, -2.52, 2.24)  0.069
H (8.37, -0.07, 0.57)  0.019
H (-2.13, -3.84, 2.65)  0.080
H (-1.10, 2.68, 2.03)  0.062
H (8.14, 0.45, 2.24)  0.018
Br (-0.83, -4.52, -4.44)  0.647
N (-2.64, -5.06, -1.09)  0.062
H (6.13, -1.73, 2.92)  0.023
C (1.98, 3.45, -3.71)  -0.115
O (-1.53, 1.36, -1.83)  -0.098
C (0.24, 4.93, -2.97)  -0.125
H (-2.92, -7.19, -1.25)  0.101
H (-0.42, 5.76, -3.17)  0.093
C (5.27, 0.05, -0.57)  -0.571
C (-2.52, -2.35, -5.21)  -0.192
C (-3.55, 1.08, 0.52)  -0.316
H (0.94, -0.29, 4.52)  0.082
C (1.93, 2.79, -2.49)  -0.044
Ti (-0.38, 0.75, -0.18)  1.012
H (-0.50, 4.58, -1.00)  0.104
O (0.31, 0.16, -1.83)  -0.213
C (-1.47, -2.70, -4.35)  -0.673
Te (3.19, -0.70, -0.59)  1.417
C (-4.63, 0.39, -0.37)  -0.560
F (-3.74, 2.86, -1.17)  0.179
C (-0.91, 0.36, -2.37)  -0.523
C (-3.52, 2.62, 0.12)  -0.519
H (0.49, -3.28, 1.79)  0.071
F (-5.72, 1.19, -0.53)  0.130
C (3.84, -2.63, -1.23)  -0.552
H (5.35, -4.83, -3.12)  0.019
H (1.97, 2.06, 0.10)  0.026
H (3.90, 0.88, 2.19)  0.009
H (0.68, -2.56, 3.42)  0.063
H (5.17, -0.61, -3.56)  0.024
H (5.25, 1.08, -0.96)  0.001
H (-3.43, -5.00, 3.04)  0.080
H (5.50, -1.82, -4.81)  0.024
C (-3.04, -1.05, -5.07)  -0.131
H (5.27, 1.06, 3.30)  0.023
C (2.42, -2.23, -3.93)  -0.172
H (6.57, -2.40, 1.34)  0.025



Entry 6:
Here is 2 unconnected molecules or ions with the total composition C4H5O5S at a distorted geometry from the OMol25 dataset. Energies are from wB97M-V/def2-TZVPD.

## Properties
multiplicity: 1
ΔE to the lowest compared entry with this formula, charge and spin: 86.6 kcal per mole
net charge: -1
E_tot: -929.73139 hartree

Last column: Löwdin charge in e.
Element x y z (Å)
H (-0.33, -1.08, -1.67)  0.106
C (0.40, 0.00, 1.68)  -0.147
O (-0.57, -1.74, 1.19)  0.017
H (0.31, 0.54, -1.15)  0.049
C (-0.34, -0.24, -0.87)  -0.062
O (2.68, 1.08, 1.31)  -0.398
S (2.05, 0.38, 2.45)  0.460
H (-1.31, 0.36, -0.82)  0.073
O (-1.09, -1.10, 3.34)  0.158
C (0.26, -0.78, 0.43)  -0.371
O (1.76, 1.26, 3.60)  -0.363
H (1.16, -1.26, 0.16)  0.125
H (-1.13, 1.28, 1.25)  0.236
O (2.58, -1.00, 2.61)  -0.345
C (-0.50, -0.90, 2.35)  -0.536



Entry 7:
Here is a molecular structure, C3H4NaO3 at a distorted geometry from the OMol25 dataset. Energies are from wB97M-V/def2-TZVPD.

## Properties
multiplicity: 2
ΔE to the lowest compared entry with this formula, charge and spin: 4.7 kcal per mole
E_tot: -504.68827 hartree

Last column: Löwdin charge in e.
Element x y z (Å)
C (0.00, -1.56, 0.15)  -0.105
C (0.34, 1.96, -0.17)  -0.925
Na (2.08, 3.96, -0.38)  0.807
H (-1.68, -2.40, 1.16)  0.043
O (-0.11, 3.12, -0.30)  -0.033
H (0.58, -1.54, -0.78)  0.057
H (-1.70, -2.54, -0.69)  0.043
C (-1.15, -2.26, 0.21)  -0.075
H (0.59, -1.39, 1.05)  0.057
O (-0.52, 0.99, -0.07)  0.170
O (1.56, 1.66, -0.17)  -0.040



- Look up the ΔE to the lowest compared entry with this formula, charge and spin of the second one.
  40.4 kcal per mole



- ΔE to the lowest compared entry with this formula, charge and spin of number 1 (C18H33N3O4)?
  243.7 kcal per mole